1.
The following is a DFT calculation (ωB97M-V/def2-TZVPD) of a cluster of 2 separate species, C34H52N2O2S3 in total in a non-equilibrium geometry.

Results
E_HOMO   -7.2649 eV
LUMO   -0.19 eV
Orbital gap   7.07 eV
SMILES   CCCCCCCCCCc1cc2c(cc1CCCSC(=S)N(CC)CC)Sc1ccccc1N2.CCOC(C)=O

XYZ file:
```
93
Properties=species:S:1:pos:R:3:forces:R:3:mulliken_charge:R:1
C 3.306 -5.214 -1.101 0.3 -0.5 -0.1 -0.740
C 2.074 -5.961 -1.887 0.0 0.0 -0.1 -0.390
C 0.599 -5.269 -1.674 0.3 0.2 0.4 -0.459
C 0.568 -4.157 -0.443 -1.5 0.4 -0.9 -0.250
C -0.954 -3.509 -0.465 0.1 -0.7 -0.8 -0.364
C -1.990 -4.262 0.576 -0.7 1.5 -0.1 -0.667
C -2.696 -3.030 1.460 0.4 -0.6 0.2 -0.532
C -3.722 -2.170 0.506 -0.8 -0.3 -0.1 -0.216
C -4.222 -0.741 1.156 0.0 -0.5 0.7 -0.851
C -3.030 0.360 1.390 0.6 -0.1 -1.0 0.130
C -2.436 1.010 -0.026 0.9 1.1 -2.0 0.462
C -3.077 0.610 -1.482 3.1 2.4 -0.3 -0.492
C -2.429 1.236 -2.866 1.6 1.1 4.0 0.000
C -1.126 2.271 -2.689 -2.0 -2.1 2.2 -0.081
C -0.503 2.676 -1.221 -2.9 -2.7 0.0 -0.545
C -1.144 2.054 0.159 -1.5 -1.0 -3.9 0.438
C -0.590 2.345 1.689 0.0 -0.9 -1.2 0.593
C 0.655 3.410 1.757 -0.1 0.4 0.5 -0.607
C 2.137 2.719 1.987 0.3 1.7 1.8 -0.734
S 2.946 2.094 0.405 1.0 -0.8 0.7 0.129
C 4.724 1.637 0.850 1.4 0.5 2.5 -0.479
S 5.420 2.311 2.289 -1.5 -1.4 -2.8 -0.214
N 5.615 0.691 0.075 -2.3 1.3 -0.2 0.206
C 5.700 1.032 -1.396 1.0 -0.7 -1.4 -0.371
C 7.267 0.864 -1.955 0.5 -0.3 0.1 -0.931
C 5.293 -0.765 0.328 1.0 -1.4 -0.1 -0.289
C 6.055 -1.338 1.696 -0.6 -0.4 -0.3 -0.982
S -0.411 2.899 -4.346 -0.8 -2.4 0.7 -0.237
C -0.505 1.326 -5.428 -0.8 -2.9 -1.0 0.233
C 0.700 0.892 -6.452 -3.7 -2.4 0.8 -0.342
C 0.563 -0.512 -7.315 -2.9 1.6 3.0 -0.370
C -0.781 -1.441 -7.097 0.2 3.1 1.7 -0.329
C -2.010 -0.982 -6.081 2.9 2.6 0.2 -0.459
C -1.900 0.433 -5.198 3.0 -1.6 -2.9 0.311
N -2.968 0.912 -4.241 3.0 -0.7 0.8 -0.300
H 3.280 -4.033 -1.171 -0.1 -2.6 0.2 0.102
H 3.325 -5.584 0.034 0.0 1.1 -2.5 0.224
H 4.309 -5.549 -1.615 -1.9 0.6 1.1 0.330
H 2.004 -7.074 -1.496 0.3 2.2 -1.0 0.229
H 2.319 -5.960 -3.042 -0.5 -0.2 2.4 0.280
H 0.264 -4.743 -2.688 0.7 -1.0 2.3 0.235
H -0.190 -6.107 -1.413 1.5 1.7 -0.6 0.151
H 0.701 -4.647 0.611 0.2 0.9 -2.1 0.184
H 1.309 -3.264 -0.637 -1.3 -2.0 0.5 0.072
H -1.379 -3.681 -1.567 0.9 0.6 2.3 0.217
H -0.894 -2.342 -0.308 -0.3 -2.4 0.0 0.213
H -1.472 -5.065 1.265 -1.0 1.7 -1.4 0.360
H -2.857 -4.769 -0.042 1.8 0.8 1.3 0.257
H -1.810 -2.383 1.919 -1.9 -1.2 -1.1 0.155
H -3.277 -3.470 2.397 1.0 0.9 -2.0 0.330
H -3.323 -2.034 -0.611 -0.5 -0.2 2.6 0.074
H -4.708 -2.833 0.392 2.1 1.3 0.2 0.292
H -4.667 -1.009 2.228 0.9 0.6 -2.2 0.342
H -5.129 -0.313 0.537 2.0 -0.7 1.1 0.313
H -2.091 -0.177 1.891 -2.1 1.2 -0.9 0.005
H -3.383 1.230 2.113 0.8 -1.8 -1.6 -0.032
H -3.994 -0.128 -1.623 2.2 1.8 0.6 -0.016
H 0.429 3.390 -1.167 -2.1 -1.6 -0.3 0.055
H -1.505 2.623 2.376 2.1 -0.3 -1.6 -0.195
H -0.189 1.298 2.089 -0.8 2.1 -0.8 0.181
H 0.701 4.170 0.852 -0.2 -1.7 1.8 0.338
H 0.471 4.091 2.720 0.5 -1.6 -2.0 0.268
H 2.832 3.592 2.408 -1.4 -2.0 -1.0 0.448
H 2.094 1.915 2.849 0.1 1.4 -2.0 0.352
H 5.399 2.138 -1.653 0.2 -2.3 0.8 0.317
H 5.078 0.221 -1.978 0.8 2.0 0.8 0.299
H 7.948 0.281 -1.184 -1.6 1.2 -1.4 0.252
H 7.786 1.896 -2.167 -1.1 -2.0 0.6 0.287
H 7.315 0.252 -2.960 -0.3 1.2 2.0 0.268
H 4.138 -0.979 0.342 2.1 0.4 0.1 0.211
H 5.764 -1.379 -0.572 -1.1 1.5 1.7 0.340
H 6.462 -2.448 1.539 -1.0 2.4 0.1 0.300
H 6.975 -0.660 1.975 -2.1 -1.2 -0.5 0.266
H 5.233 -1.396 2.528 1.9 0.3 -1.3 0.251
H 1.632 1.608 -6.519 -2.1 -1.7 0.1 0.275
H 1.472 -0.788 -8.018 -2.3 0.4 1.6 0.272
H -0.899 -2.477 -7.673 0.3 2.6 1.4 0.269
H -3.000 -1.617 -5.922 2.5 1.3 -0.6 0.175
H -3.798 0.281 -4.201 1.2 0.6 0.0 0.352
C -4.784 6.155 5.301 0.2 0.1 0.1 -0.974
C -5.108 4.871 4.563 -0.1 0.3 0.2 -0.414
O -3.914 4.264 4.041 0.4 -0.6 -0.4 -0.362
C -3.106 3.431 4.740 1.0 -0.4 -0.6 0.833
C -3.278 3.339 6.227 -0.3 -0.6 0.4 -1.225
O -2.204 2.819 4.174 -1.8 1.2 0.9 -0.630
H -4.146 5.971 6.170 -0.1 0.0 0.0 0.271
H -5.701 6.645 5.644 0.1 -0.1 -0.1 0.362
H -4.238 6.846 4.648 -0.2 -0.1 0.0 0.305
H -5.675 4.165 5.174 0.2 0.0 0.0 0.350
H -5.738 5.106 3.698 0.3 -0.2 0.0 0.308
H -2.610 4.058 6.710 -0.1 -0.1 -0.1 0.289
H -3.006 2.327 6.546 0.2 0.3 -0.1 0.316
H -4.300 3.501 6.563 0.1 0.2 0.0 0.406
```
Forces are in eV/Å.

=====

2.
The following is a DFT calculation (ωB97M-V/def2-TZVPD) of a structure of composition C28H60ClFN2O14PS in a non-equilibrium geometry.

Results
E_HOMO   -11.0605 eV
Net charge   +1
Energy above the lowest of the compared OMol25 structures with the same formula, charge and spin   733.80 kJ/mol
LUMO   -5.36 eV
Orbital gap   5.70 eV

XYZ file:
```
108
Properties=species:S:1:pos:R:3:forces:R:3:mulliken_charge:R:1
C -0.163 4.811 -3.758 -0.3 0.5 0.9 -0.424
O -0.418 3.456 -4.305 2.5 0.8 -0.2 -0.405
C 0.886 2.834 -4.690 0.6 -0.1 0.7 -0.328
C 1.843 2.550 -3.356 0.3 -0.3 -0.3 0.195
C 1.135 1.574 -2.248 0.1 -0.5 -0.1 -0.455
C 2.150 1.187 -0.976 -1.1 0.3 -0.5 -0.499
C 2.234 2.555 -0.016 0.6 -1.4 -0.8 0.076
C 3.686 3.233 -0.334 -0.1 -1.5 -0.2 -0.593
C 3.794 4.839 -0.292 1.8 -1.0 -4.2 -1.182
N 3.240 5.606 0.850 -2.0 -0.3 -1.7 0.235
Cl 1.484 5.767 0.855 -0.2 -0.3 -0.7 0.152
P 3.846 5.245 2.481 1.6 -1.6 6.6 0.336
N 2.404 4.726 3.463 1.8 0.1 -2.5 -0.609
O 4.913 3.876 2.556 -4.3 0.6 -0.8 -0.447
S 3.770 7.292 0.560 4.5 7.7 -3.2 1.162
O 5.265 7.447 0.921 -6.5 -1.3 -1.0 -0.410
O 3.368 7.817 -0.837 0.8 -3.0 6.0 -0.434
F 2.838 8.234 1.702 2.0 -2.9 -2.4 -0.238
H 0.923 5.149 -4.053 -2.1 -0.5 0.7 0.166
H -0.919 5.614 -4.162 1.6 -2.2 0.9 0.350
H -0.311 4.788 -2.574 0.7 -0.1 -2.2 0.096
H 0.702 1.785 -5.217 0.1 2.4 1.2 0.354
H 1.483 3.554 -5.426 -1.3 -1.5 1.5 0.155
H 2.808 1.990 -3.755 -1.9 1.1 0.8 0.291
H 2.242 3.569 -2.885 -1.1 -2.0 -1.0 -0.422
H 0.151 2.066 -1.794 2.1 -1.0 -1.1 0.122
H 0.815 0.576 -2.811 0.7 2.1 1.3 0.286
H 1.682 0.273 -0.394 1.0 2.0 -1.2 -0.005
H 3.212 0.856 -1.377 -2.1 0.7 0.9 0.348
H 2.230 2.178 1.093 -0.3 1.0 -1.9 0.247
H 1.300 3.193 -0.324 1.9 -1.0 0.9 0.156
H 3.953 2.904 -1.453 -0.6 1.2 2.4 0.484
H 4.486 2.636 0.322 -1.6 1.8 -1.3 0.464
H 3.286 5.253 -1.290 0.9 -0.8 2.3 0.476
H 4.945 5.133 -0.405 -2.4 -0.5 0.6 0.347
H 1.894 3.949 2.992 0.0 0.8 0.7 0.300
H 1.799 5.548 3.674 0.6 -1.0 -0.3 0.335
H 4.305 3.064 2.643 1.5 1.2 -0.1 0.371
O 1.234 -1.892 -2.209 0.8 -0.8 1.5 -0.560
C 1.670 -2.751 -1.446 -0.2 0.6 -1.1 0.980
O 2.401 -2.394 -0.364 -0.5 0.7 -0.3 -0.310
C 2.793 -3.296 0.688 0.2 -0.4 0.1 0.094
C 4.076 -4.019 0.329 0.1 -0.1 -0.2 -1.156
C 1.485 -4.208 -1.746 -0.4 -0.3 0.3 -1.098
H 1.981 -3.981 0.944 0.2 0.0 -0.2 -0.086
H 2.967 -2.678 1.574 -0.1 0.2 -0.3 0.355
H 3.953 -4.641 -0.562 -0.1 0.0 0.2 0.264
H 4.402 -4.659 1.155 -0.1 0.1 -0.1 0.390
H 4.872 -3.300 0.106 -0.1 0.0 0.1 0.346
H 2.271 -4.536 -2.432 -0.1 0.1 0.1 0.285
H 0.510 -4.342 -2.225 0.3 0.1 -0.2 0.329
H 1.478 -4.843 -0.862 0.2 0.1 -0.2 0.220
O -0.959 6.118 -5.966 1.2 0.5 -2.6 -0.560
C -0.381 6.383 -7.018 -0.7 -0.1 1.3 0.804
O 0.782 5.765 -7.330 -0.4 -0.4 0.4 -0.325
C 1.435 5.859 -8.611 0.2 0.2 -0.1 -0.389
C 2.321 7.087 -8.677 0.0 0.2 0.1 -0.994
C -0.897 7.458 -7.926 -0.5 -0.1 -0.5 -1.181
H 0.711 5.817 -9.428 0.0 0.1 0.1 0.352
H 2.058 4.964 -8.705 -0.3 0.1 0.3 0.325
H 1.741 8.008 -8.574 0.0 -0.1 -0.1 0.273
H 2.861 7.122 -9.628 -0.1 0.0 0.1 0.376
H 3.050 7.079 -7.859 -0.1 -0.1 -0.2 0.292
H -0.533 8.429 -7.578 0.0 -0.1 -0.1 0.272
H -1.990 7.449 -7.887 0.2 0.1 0.2 0.334
H -0.630 7.318 -8.971 0.2 0.1 0.1 0.364
O 1.039 -6.037 0.663 -1.2 -0.1 1.5 -0.687
C 0.048 -5.963 1.386 0.8 -0.6 0.0 0.807
O 0.146 -6.235 2.708 0.8 0.4 -1.0 -0.377
C -0.901 -5.995 3.668 -0.6 -0.3 0.2 -0.267
C -1.865 -7.164 3.720 0.0 0.0 -0.1 -0.426
C -1.302 -5.665 0.805 -0.3 0.6 -0.1 -0.574
H -1.402 -5.043 3.477 0.0 -0.1 -0.1 0.221
H -0.409 -5.895 4.641 0.2 0.0 -0.3 0.321
H -2.372 -7.311 2.762 0.0 0.1 0.0 0.226
H -2.623 -7.004 4.492 0.3 0.0 -0.3 0.030
H -1.329 -8.093 3.940 0.0 0.2 0.0 0.313
H -1.745 -6.593 0.432 0.1 0.1 0.1 0.296
H -1.175 -4.967 -0.027 0.1 -0.3 0.0 0.138
H -1.985 -5.185 1.503 0.0 -0.2 0.1 0.032
O -3.523 -3.163 3.156 0.2 0.8 -2.1 -0.595
C -3.709 -2.705 2.032 0.1 -0.4 1.6 0.828
O -2.674 -2.195 1.324 0.3 -0.5 0.3 -0.290
C -2.747 -1.812 -0.063 0.0 0.3 -0.1 -0.151
C -3.260 -0.393 -0.205 -0.2 0.1 0.1 -1.169
C -5.092 -2.612 1.462 -0.4 -0.5 -0.3 -1.118
H -3.331 -2.532 -0.642 -0.1 0.0 0.1 0.375
H -1.724 -1.863 -0.450 -0.1 -0.1 0.3 0.170
H -4.278 -0.292 0.182 0.1 -0.1 -0.1 0.328
H -3.258 -0.086 -1.255 0.0 -0.1 0.1 0.374
H -2.634 0.300 0.366 0.0 -0.1 -0.1 0.285
H -5.570 -1.697 1.824 0.1 -0.1 -0.1 0.290
H -5.667 -3.477 1.804 0.1 0.3 0.2 0.312
H -5.124 -2.638 0.374 0.0 0.2 0.0 0.381
O -4.004 -7.283 5.824 -0.8 1.5 1.7 -0.682
C -4.428 -6.552 6.716 0.6 -0.9 -0.9 0.898
O -3.866 -5.341 6.931 0.0 -0.2 -0.6 -0.375
C -4.405 -4.338 7.814 0.1 0.0 0.3 -0.377
C -3.938 -4.565 9.238 0.1 -0.2 0.1 -0.969
C -5.508 -7.025 7.643 -0.7 0.0 -0.1 -1.183
H -5.492 -4.281 7.730 0.1 -0.1 0.0 0.339
H -4.018 -3.377 7.460 0.0 -0.3 -0.2 0.322
H -4.291 -5.523 9.630 -0.1 0.1 0.0 0.270
H -4.301 -3.768 9.894 0.0 -0.1 -0.1 0.361
H -2.844 -4.589 9.284 -0.2 0.1 -0.1 0.308
H -5.059 -7.610 8.450 -0.1 0.1 -0.1 0.286
H -6.197 -7.659 7.077 0.3 -0.1 0.1 0.326
H -6.111 -6.221 8.062 0.2 0.0 0.2 0.351
```
Forces are in eV/Å.

=====

3.
The following is a DFT calculation (ωB97M-V/def2-TZVPD) of a cluster of 12 separate species, C8H36O12 in total in a non-equilibrium geometry.

Results
E_HOMO (alpha / beta)   0.2925 / -7.5962 eV
Net charge   -1
Multiplicity   2
<S²>   0.751
LUMO (alpha / beta)   2.26 / 2.23 eV
Orbital gap (alpha / beta)   1.97 / 9.83 eV

XYZ file:
```
56
Properties=species:S:1:pos:R:3:forces:R:3:mulliken_spin:R:1
C -0.247 -1.164 -0.666 1.7 0.1 -0.6 1.114
C 0.563 -0.594 -1.923 -0.9 -0.8 -0.1 0.022
C 1.530 0.423 -1.332 -1.5 0.0 1.0 0.091
O 0.688 0.968 -0.283 0.8 0.3 0.6 -0.054
C 0.048 -0.104 0.408 -0.6 0.1 -1.0 -0.446
H 0.188 -2.123 -0.387 -0.1 -0.1 0.1 -0.132
H -1.307 -1.333 -0.855 0.1 0.3 -0.2 -0.134
H -0.181 -0.150 -2.585 0.2 0.5 0.0 0.157
H 1.021 -1.389 -2.511 0.2 -0.1 0.2 -0.061
H 1.815 1.319 -1.882 0.1 -0.5 -0.5 -0.024
H 2.390 -0.065 -0.872 0.2 0.0 -0.1 -0.004
H -0.913 0.284 0.746 0.3 0.0 0.7 -0.103
H 0.730 -0.444 1.187 -0.4 -0.2 0.2 0.090
C 2.121 1.161 3.169 -1.1 -0.3 0.0 0.071
C 0.817 1.946 3.358 0.6 0.0 -1.1 -0.051
C 0.852 2.344 4.814 -0.9 -0.6 0.0 0.032
O 2.156 2.062 5.315 -0.1 0.0 0.2 -0.017
C 2.982 1.758 4.217 1.4 0.8 -0.5 -0.042
H 2.437 1.270 2.132 0.4 -0.4 0.2 0.022
H 2.005 0.132 3.509 -0.3 -0.3 -0.7 0.023
H -0.039 1.412 2.945 -0.2 -0.1 0.6 0.054
H 0.892 2.861 2.771 0.0 0.0 -0.2 0.002
H 0.145 1.742 5.385 -0.1 0.3 0.3 -0.008
H 0.589 3.402 4.829 0.2 0.1 0.7 0.000
H 3.807 1.094 4.476 -0.1 0.0 0.5 -0.020
H 3.450 2.662 3.828 0.1 0.5 0.0 0.001
O -0.162 -2.395 3.250 -0.3 0.3 0.4 0.252
H -0.091 -3.046 2.552 -0.1 -0.4 -0.5 -0.064
H 0.738 -2.111 3.406 0.3 0.1 0.0 -0.041
O -0.054 2.941 -1.722 -0.2 1.2 -1.0 -0.028
H -0.978 2.927 -1.971 -0.2 0.1 -0.1 -0.014
H 0.016 2.290 -1.023 0.2 -0.7 0.7 0.052
O -2.093 -3.060 -3.472 -0.5 0.5 -0.6 0.075
H -1.521 -3.476 -2.828 0.3 -0.6 0.4 0.184
H -1.494 -2.637 -4.087 0.1 0.1 -0.2 0.016
O -0.891 -4.570 -1.591 0.2 0.2 -0.5 -0.466
H -1.285 -4.206 -0.798 -0.2 0.2 0.8 0.043
H -0.562 -5.428 -1.324 0.2 -0.5 0.1 0.175
O 5.031 2.052 -2.765 0.1 -0.2 -0.1 0.019
H 5.503 2.584 -2.124 0.1 0.1 0.2 -0.007
H 4.268 2.579 -2.999 -0.3 0.1 -0.1 -0.004
O -3.490 0.115 1.891 -0.2 -0.5 0.5 0.007
H -3.042 0.610 2.576 0.2 0.0 0.2 0.000
H -3.537 0.719 1.150 0.1 0.2 -0.6 0.029
O -3.226 1.697 -0.251 -0.1 0.3 0.5 -0.007
H -2.877 1.786 -1.139 0.2 -0.3 -0.7 0.037
H -3.601 2.555 -0.054 -0.1 0.3 0.1 -0.012
O -3.946 -2.046 -0.583 -0.4 0.1 -0.3 0.104
H -3.630 -1.341 -0.017 0.1 0.2 0.4 0.054
H -3.302 -2.746 -0.478 0.2 -0.3 0.0 -0.051
O 1.385 -3.646 -4.852 0.1 -0.3 0.1 0.151
H 0.765 -2.919 -4.902 -0.2 0.2 0.1 0.016
H 1.983 -3.502 -5.586 0.2 0.0 -0.2 -0.092
O -2.794 1.731 -2.982 0.1 0.3 0.1 -0.041
H -2.127 1.795 -3.666 0.4 0.0 -0.2 0.023
H -3.526 1.279 -3.402 -0.3 -0.3 0.0 0.007
```
Forces are in eV/Å.

=====

4.
The following is a DFT calculation (ωB97M-V/def2-TZVPD) of the molecule C4H9NSi in a non-equilibrium geometry.

Results
E_HOMO   -7.8269 eV
Energy above the lowest of the compared OMol25 structures with the same formula, charge and spin   232.49 kJ/mol
LUMO   0.94 eV
Orbital gap   8.76 eV
SMILES   [SiH3]N1C=CCC1

XYZ file:
```
15
Properties=species:S:1:pos:R:3:forces:R:3:mulliken_charge:R:1
Si -2.181 -0.211 -0.023 0.1 -3.2 0.6 0.059
N -0.481 -0.167 0.160 1.9 -1.3 0.1 0.294
C 0.402 -1.295 -0.137 -4.1 -1.5 -0.2 -0.497
C 1.664 -1.011 -0.178 0.6 1.6 0.8 -0.421
C 1.852 0.451 0.086 -0.6 -0.6 1.2 -0.437
C 0.432 0.868 0.502 -0.1 3.5 1.8 -0.662
H -2.879 1.029 0.180 -0.1 0.8 -0.3 -0.099
H -2.801 -1.232 1.054 0.5 1.1 -1.1 -0.063
H -2.169 -0.960 -1.345 -0.9 0.6 0.4 -0.067
H -0.122 -2.280 -0.329 0.9 1.3 0.1 0.316
H 2.483 -1.546 -0.514 1.1 -1.6 -0.4 0.448
H 2.476 0.716 0.918 0.6 -0.3 0.5 0.274
H 2.381 0.812 -0.748 0.0 1.3 -1.5 0.328
H 0.459 1.183 1.631 -0.1 -1.3 -1.4 0.211
H 0.091 1.850 0.131 0.2 -0.3 -0.6 0.318
```
Forces are in eV/Å.

=====

Results for electronic energy: -2780.37752; -3564.77970; -1229.20736; -501.99235 (in a.u., following the order of the records).